The following is a DFT calculation (ωB97M-V/def2-TZVPD) of C8H12As4F25O6Pt as an isolated structure.

Calculated values
gap between HOMO and LUMO (alpha / beta)	0.2584 / 0.2618	hartree
E_tot	-335327.3205	eV
HOMO (alpha / beta)	-1.61 / -1.71	eV
LUMO energy (alpha / beta)	0.199 / 0.199	hartree

ORCA input file:
```
! RIJCOSX wB97M-V def2-TZVPD def2/J DEFGRID3
* xyz -3 3
Pt 0.405 1.110 0.966
As 2.193 -0.681 3.998
F 3.156 -1.505 2.816
F 1.134 -0.147 2.653
F 1.202 0.119 5.114
F 3.243 -1.302 5.249
F 3.161 0.716 3.840
F 1.220 -2.085 4.163
As 0.225 -2.782 -0.148
F 0.749 -2.277 -1.724
F -1.420 -2.636 -0.669
F -0.283 -3.204 1.411
F 1.876 -2.915 0.314
F 0.293 -1.067 0.303
F 0.202 -4.462 -0.597
As -2.082 4.998 1.237
F -2.640 6.579 1.759
F -3.040 4.252 2.449
F -1.583 3.437 0.646
F -1.198 5.787 -0.052
F -0.733 5.119 2.270
F -3.451 4.968 0.128
As -2.828 -0.120 3.056
F -3.813 1.198 2.611
F -3.990 -0.611 4.269
F -1.836 -1.450 3.496
F -1.562 0.398 1.903
F -2.064 0.848 4.249
F -3.576 -1.096 1.848
F 1.243 2.656 1.925
C 5.378 0.403 -2.547
C 4.274 -0.618 -2.379
C 4.211 -1.167 -0.944
O 3.551 -0.146 -0.218
C 2.822 0.570 -1.100
O 1.984 1.342 -0.779
O 3.049 0.165 -2.361
H 5.308 1.204 -1.814
H 5.424 0.866 -3.537
H 6.365 -0.075 -2.472
H 4.304 -1.404 -3.124
H 5.202 -1.430 -0.583
H 3.518 -2.008 -0.920
C -2.767 -1.924 -4.035
C -3.195 -0.634 -3.372
C -4.027 -0.862 -2.057
O -3.362 -0.117 -1.069
C -2.199 0.343 -1.555
O -1.382 0.872 -0.917
O -2.034 0.017 -2.870
H -1.925 -1.680 -4.697
H -3.507 -2.405 -4.678
H -2.359 -2.632 -3.320
H -3.801 -0.025 -4.048
H -3.976 -1.930 -1.846
H -5.059 -0.568 -2.242
*
```

natural (NBO) atomic charge list, values in e, 5 entries: number 1, Pt, carries 1.544; number 2, As, carries 2.856; number 3, F, carries -0.637; number 4, F, carries -0.656; number 5, F, carries -0.613